Version a
The following is a DFT calculation (ωB97M-V with the def2-TZVPD basis set) of a molecular structure, C8H17NO.

E_LUMO (spin up / spin down) = -0.258 / -0.258 eV

Positions of all 27 atoms, in Å:
C 0.377 0.052 0.630
C 0.268 -0.378 -0.788
C -0.727 -0.495 1.543
C 0.685 1.520 0.943
C -2.395 1.148 -1.118
C 0.935 0.471 -1.812
C 1.537 -2.331 1.193
N -1.973 -0.179 -1.535
C 1.719 -0.891 0.781
O 2.812 -0.385 0.704
H -1.749 -0.160 -2.528
H -1.024 -0.736 -1.102
H -0.395 -0.511 2.584
H -1.036 -1.499 1.261
H -1.601 0.151 1.483
H -0.157 2.148 0.650
H 0.857 1.645 2.013
H 1.575 1.867 0.425
H -1.656 1.944 -1.293
H -2.653 1.146 -0.059
H -3.301 1.423 -1.668
H 2.006 0.527 -1.586
H 0.834 0.052 -2.814
H 0.594 1.515 -1.802
H 2.496 -2.840 1.128
H 1.169 -2.389 2.220
H 0.803 -2.816 0.550

Version b
The following is a DFT calculation (ωB97M-V with the def2-TZVPD basis set) of a single C8H17NO molecule.

E_LUMO = 0.822 eV
Structure (SMILES) = CC(=O)C(C)(C)NC(C)C

Positions of all 27 atoms, in Å:
C 0.192 1.824 1.319
C 0.322 0.330 1.167
O 1.295 -0.250 1.768
C -0.871 -0.495 0.602
C -2.177 0.300 0.482
C -1.096 -1.734 1.473
N -0.315 -0.889 -0.699
C 0.911 -0.138 -0.958
C 2.016 -1.089 -1.429
C 0.761 1.045 -1.904
H -0.376 2.000 2.235
H -0.324 2.304 0.494
H 1.178 2.264 1.459
H -2.960 -0.357 0.103
H -2.084 1.141 -0.204
H -2.498 0.678 1.453
H -1.506 -1.458 2.445
H -0.154 -2.255 1.625
H -1.798 -2.403 0.977
H -0.984 -0.849 -1.458
H 1.469 0.006 0.190
H 1.702 -1.581 -2.352
H 2.946 -0.554 -1.622
H 2.200 -1.852 -0.674
H 0.581 0.689 -2.922
H 1.665 1.653 -1.922
H -0.094 1.670 -1.649

On energetic grounds, version b is preferred over the next structure by 178.2 kJ/mol.